# 1
14
Properties=species:S:1:pos:R:3 method="wB97M-V/def2-TZVPD" homo_energy_ev="-13.8 / -13.8" de_lowest_ev=5.739 homo_lumo_gap_ev="6.8 / 6.8" charge=+1 molar_mass_da=95.125
C -1.723 -0.064 -0.388
C 1.481 -1.351 0.637
C -0.342 -0.317 -0.039
C 1.916 -0.106 -0.035
C 0.689 0.525 -0.657
N 0.172 -1.460 0.417
N -2.733 -0.591 0.096
H -1.637 0.511 -1.232
H 2.104 0.417 0.948
H 2.888 -0.123 -0.478
H 0.730 0.445 -1.774
H 0.428 1.549 -0.486
H -0.312 -2.279 0.727
H -3.663 -0.566 -0.341


# 2
15
Properties=species:S:1:pos:R:3 method="wB97M-V/def2-TZVPD" homo_energy_ev="-12.8 / -10.4" de_lowest_ev=5.819 homo_lumo_gap_ev="7.1 / 2.6" charge=+1 molar_mass_da=111.124
C -1.630 1.123 0.160
C -2.838 0.698 -0.396
C -1.568 -1.066 0.017
C 2.268 0.062 -1.015
C 0.564 0.024 0.872
N -0.864 -0.012 0.437
N -2.714 -0.666 -0.518
O 1.356 -0.451 -0.197
H -1.222 -2.028 -0.072
H 2.735 -0.537 -1.867
H 2.634 1.122 -0.842
H -1.198 2.125 0.386
H 0.586 -0.788 1.572
H 0.608 1.115 1.073
H -3.339 -1.277 -0.999